# 1
A 2-piece molecular cluster, C9H17N4 overall in a non-equilibrium geometry, computed with ωB97M-V/def2-TZVPD.

Computed properties:
ΔE to the lowest compared entry with this formula, charge and spin in eV: 1.217
Charge: +1
LUMO level in eV: -3.229
Energy in Ha: -571.8482
Kohn-Sham gap in eV: 9.26

Last column: natural (NBO) charge in e.
Positions of all 30 atoms, in Å:
C (-1.422, 2.105, -2.168)  -0.210
C (-0.334, 1.653, -3.108)  -0.550
C (-2.018, 1.181, -1.462)  -0.178
C (0.459, 0.542, -2.528)  0.211
C (1.747, -1.490, 0.970)  0.681
C (-1.424, -0.240, -1.386)  -0.307
C (0.120, 1.433, 2.348)  -0.683
C (-0.761, -1.010, 2.520)  -0.716
C (0.155, 0.030, 1.898)  0.448
N (1.365, -1.913, -0.236)  -0.781
N (2.678, -2.167, 1.684)  -0.756
N (1.283, -0.335, 1.451)  -0.498
N (-0.007, -0.227, -1.645)  -0.485
H (-1.890, 3.130, -2.129)  0.241
H (-0.667, 1.300, -4.113)  0.255
H (-2.886, 1.241, -0.709)  0.216
H (1.494, 0.377, -2.814)  0.196
H (-1.706, -0.552, -0.443)  0.199
H (-2.052, -0.747, -2.185)  0.233
H (1.208, 1.683, 2.682)  0.270
H (-0.177, 2.229, 1.567)  0.270
H (-0.650, 1.494, 3.013)  0.227
H (-0.796, -0.815, 3.577)  0.266
H (-0.511, -2.105, 2.216)  0.247
H (-1.865, -0.755, 2.357)  0.255
H (0.127, 2.539, -3.442)  0.256
H (0.797, -1.465, -0.917)  0.446
H (3.293, -2.798, 1.237)  0.422
H (2.981, -1.484, 2.369)  0.420
H (1.459, -2.833, -0.602)  0.408

Force components x, y, z for each atom (eV/Å):
-1.6614 0.9156 -0.5093
-1.1508 0.1019 -0.8401
-0.9970 -1.6581 2.7261
0.3620 0.7468 0.3826
-0.5396 -1.4626 -1.6538
-1.4985 2.7745 -3.0016
2.1083 2.0100 -2.5390
-1.9326 -0.3931 -1.7036
0.9379 -1.4049 1.5536
0.9158 -1.5472 1.4307
-1.7347 2.2084 0.4898
1.0591 -0.0183 -1.3983
-0.4932 -1.3958 -0.7407
1.1134 -1.0073 -0.4973
-0.6173 -0.1207 0.6435
1.2542 0.7557 -1.4926
0.1156 0.2776 -0.0036
-0.0424 -1.4550 1.8771
1.1885 -0.2954 0.8713
-2.3516 -0.1778 -0.1949
0.6405 -1.5125 0.6910
-1.5713 0.6313 2.5558
0.8050 -0.3426 0.7469
-0.5311 2.0957 0.7261
1.3215 -0.5622 -0.5461
1.8078 0.8469 -0.0505
-1.2691 2.4516 -0.3157
0.7120 -0.4390 -0.2809
0.8606 -0.9599 0.4201
1.1882 -1.0638 0.6534

# 2
C9H17N5NiO3 as an isolated structure, computed with ωB97M-V/def2-TZVPD.

Computed properties:
Spin multiplicity: 3
ΔE to the lowest compared entry with this formula, charge and spin in eV: 0.747
Charge: 0
LUMO level (alpha / beta) in eV: 0.208 / 0.187
Energy in Ha: -2360.8127
Kohn-Sham gap (alpha / beta) in eV: 4.27 / 7.15

Last column: natural (NBO) charge in e.
Positions of all 35 atoms, in Å:
Ni (0.610, -0.942, -0.593)  0.807
C (0.371, 2.220, 3.743)  -0.272
O (0.267, 0.877, 3.285)  -0.487
C (0.336, 0.583, 1.980)  0.897
O (0.298, -0.571, 1.624)  -0.644
N (0.468, 1.646, 1.130)  -0.502
N (0.492, 1.394, -0.241)  -0.667
H (0.376, 2.156, 4.827)  0.218
H (-0.484, 2.822, 3.427)  0.183
H (1.299, 2.688, 3.407)  0.181
H (0.317, 2.587, 1.446)  0.386
H (1.292, 1.838, -0.665)  0.367
H (-0.374, 1.682, -0.685)  0.389
C (3.140, -1.216, -2.726)  -0.252
O (3.506, -1.264, -1.348)  -0.482
C (2.536, -1.181, -0.470)  0.175
C (3.156, -1.270, 0.893)  -0.737
H (3.311, -2.197, -3.167)  0.199
H (3.774, -0.487, -3.229)  0.193
H (2.090, -0.943, -2.835)  0.197
H (4.210, -1.545, 0.831)  0.215
H (2.610, -1.996, 1.495)  0.256
H (3.062, -0.309, 1.404)  0.235
N (-4.180, 0.868, -2.344)  -0.822
C (-3.449, -0.021, -1.560)  0.332
C (-2.079, -0.144, -1.713)  -0.231
N (-1.328, -0.975, -0.901)  -0.704
C (-2.052, -1.687, 0.019)  -0.083
C (-3.404, -1.549, 0.131)  -0.075
N (-4.149, -0.706, -0.646)  -0.566
H (-3.839, 1.005, -3.280)  0.366
H (-5.171, 0.693, -2.294)  0.386
H (-1.559, 0.415, -2.486)  0.165
H (-1.501, -2.348, 0.674)  0.191
H (-3.954, -2.124, 0.868)  0.183

Force components x, y, z for each atom (eV/Å):
0.7219 0.0971 -0.4075
-0.0002 0.0904 -0.0075
0.0097 -0.0527 0.0376
-0.1766 0.0399 -0.0820
0.2555 0.0023 0.0240
0.1533 -0.0208 0.0086
-0.0767 0.0830 -0.0168
-0.0094 0.0312 -0.0009
-0.0313 -0.0526 0.0200
0.0182 -0.0487 0.0313
-0.0748 0.0224 0.0401
0.0217 0.1260 -0.0063
-0.0880 -0.1151 -0.0242
-0.0972 -0.0633 -0.4910
-0.3661 0.0846 -0.0202
-0.4855 -0.0851 0.5358
0.1891 -0.1591 -0.1365
-0.0009 -0.0004 0.0634
0.0269 0.0158 0.1090
0.0244 -0.0043 0.0738
0.0153 0.0299 0.0776
-0.0737 0.0578 0.0238
-0.0608 0.0141 -0.0252
-0.0408 0.2575 0.0228
0.2241 -0.4178 0.2609
-0.0647 0.3867 -0.2077
0.4090 -0.4305 0.3906
-0.4796 0.1158 -0.0739
0.3255 -0.0982 0.0510
-0.3154 0.2812 -0.2254
-0.0120 -0.0421 -0.0551
-0.0124 -0.0891 -0.0317
0.0210 -0.0395 0.0306
-0.0162 -0.0030 0.0080
0.0667 -0.0133 0.0031

# 3
An isolated molecule of C9H17NO2S in a non-equilibrium geometry, computed with ωB97M-V/def2-TZVPD.

Computed properties:
SMILES string: CC(C)CC[C@]1(N)C[C@@H](S)C(=O)O1
ΔE to the lowest compared entry with this formula, charge and spin in eV: 1.689
Charge: 0
LUMO level in eV: 0.692
Energy in Ha: -956.4674
Kohn-Sham gap in eV: 10.08

Last column: natural (NBO) charge in e.
Positions of all 30 atoms, in Å:
C (-1.213, 2.334, -0.371)  -0.618
C (-1.974, 0.896, -0.444)  -0.223
C (-1.569, 0.221, -1.833)  -0.633
C (-1.818, -0.002, 0.863)  -0.414
C (-0.842, -1.259, 0.777)  -0.457
C (0.692, -0.963, 1.174)  0.417
N (1.068, -0.971, 2.612)  -0.845
C (1.414, 0.352, 0.625)  -0.492
C (2.013, 0.088, -0.854)  -0.426
S (3.894, 0.068, -0.999)  -0.050
C (1.707, -1.511, -0.871)  0.802
O (1.678, -2.197, -1.909)  -0.561
O (1.442, -2.006, 0.454)  -0.534
H (-0.194, 2.232, -0.882)  0.203
H (-0.978, 2.509, 0.742)  0.200
H (-1.873, 3.143, -0.819)  0.225
H (-3.092, 1.168, -0.530)  0.207
H (-0.629, -0.419, -1.811)  0.211
H (-1.366, 1.074, -2.582)  0.215
H (-2.420, -0.399, -2.303)  0.220
H (-1.486, 0.660, 1.750)  0.200
H (-2.859, -0.398, 1.158)  0.222
H (-1.211, -2.007, 1.578)  0.221
H (-0.904, -1.852, -0.206)  0.240
H (0.554, -0.223, 3.093)  0.373
H (0.849, -1.902, 2.996)  0.375
H (1.012, 1.385, 0.873)  0.244
H (2.396, 0.349, 1.235)  0.260
H (1.586, 0.690, -1.715)  0.253
H (4.121, -1.059, -1.800)  0.167

Force components x, y, z for each atom (eV/Å):
0.3059 -1.3911 0.9613
-0.3648 0.9233 -0.7566
-0.4285 0.3256 -0.7424
-0.1852 -0.2652 0.3097
-0.2253 -0.3494 1.1703
0.4813 0.9609 -1.2113
-0.8325 -0.9828 -1.2076
2.7682 0.8613 0.3267
-1.2100 -2.2087 0.8990
-0.3430 -0.2567 -0.1398
-0.6495 -0.6935 -2.1620
0.2223 1.8511 4.0546
0.1694 1.2680 -1.9346
-1.5360 0.4598 0.4831
-0.5412 0.2966 -1.6767
1.1251 -0.9430 0.5787
1.6778 -0.5208 0.1913
-1.2136 0.8360 0.1226
-0.3255 -1.3227 1.0924
1.3402 0.7754 0.9075
-0.4825 -0.9534 -1.3129
1.5731 0.5655 -0.5079
0.6209 1.0627 -1.1899
0.1618 1.2221 1.3709
0.1718 -0.6467 -0.1614
-0.1367 0.7909 0.0624
-0.0923 -1.5134 -0.7480
-1.6269 -0.1000 -0.6252
0.3101 -1.1348 1.1176
-0.7341 1.0827 0.7282

# 4
An isolated ion of composition C9H18BBrFN4O2 and charge +1 in a non-equilibrium geometry, computed with ωB97M-V/def2-TZVPD.

Computed properties:
SMILES string: [H]/N=C(/C)C[C@@]1(F)CN([C@H](Br)CC)/C(=[NH+]\B(O)O)N1
Charge: +1
LUMO level in eV: -3.906
Energy in Ha: -3421.8275
Kohn-Sham gap in eV: 8.85

Last column: natural (NBO) charge in e.
Positions of all 36 atoms, in Å:
C (4.276, -0.420, 0.375)  -0.599
C (3.004, -1.273, 0.270)  -0.436
C (1.999, -0.696, -0.751)  -0.063
Br (1.533, -2.009, -2.126)  0.015
N (0.833, -0.169, -0.068)  -0.481
C (-0.142, -1.098, 0.517)  -0.287
C (-1.470, -0.317, 0.287)  0.577
F (-1.359, 0.722, 1.197)  -0.354
C (-2.730, -1.107, 0.385)  -0.552
C (-3.943, -0.255, 0.737)  0.307
C (-5.053, -0.189, -0.265)  -0.670
N (-4.071, 0.360, 1.823)  -0.566
N (-1.182, 0.295, -1.009)  -0.694
C (0.092, 0.799, -0.710)  0.763
N (0.435, 1.999, -0.942)  -0.712
B (1.800, 2.547, -0.534)  1.256
O (2.739, 2.700, -1.486)  -0.875
O (2.008, 2.867, 0.762)  -0.879
H (4.053, 0.631, 0.221)  0.170
H (5.025, -0.790, -0.312)  0.234
H (4.666, -0.538, 1.375)  0.239
H (3.212, -2.316, 0.079)  0.242
H (2.526, -1.240, 1.241)  0.213
H (2.508, 0.104, -1.264)  0.219
H (0.046, -1.204, 1.580)  0.237
H (-0.205, -2.088, 0.077)  0.235
H (-2.598, -1.792, 1.219)  0.249
H (-2.883, -1.715, -0.498)  0.247
H (-4.646, -0.261, -1.269)  0.205
H (-5.745, -1.010, -0.100)  0.243
H (-5.601, 0.733, -0.133)  0.251
H (-3.258, 0.204, 2.423)  0.328
H (-1.165, -0.359, -1.786)  0.424
H (-0.240, 2.602, -1.404)  0.468
H (3.540, 2.216, -1.227)  0.522
H (1.993, 2.065, 1.315)  0.519

Force components x, y, z for each atom (eV/Å):
-0.3845 -0.8830 0.0315
-0.3240 0.3941 0.1371
0.8664 -0.3338 0.9158
-0.1329 0.1296 -0.1529
0.4098 0.3041 -0.2751
-0.7451 0.0640 0.7794
1.8255 -1.0734 -0.5195
-0.6751 0.2113 0.0455
-0.3538 0.0138 0.9220
-0.5173 -0.0086 -0.6421
0.3431 -0.0173 -0.0577
0.3415 0.0883 0.6121
-1.2432 1.8218 0.5258
-0.7457 -1.7010 -0.8984
0.7605 0.8208 -0.4032
0.4381 0.5692 0.2424
-0.2551 -0.9152 -0.4117
0.2695 -1.1370 0.1965
0.1441 0.2281 -0.0367
0.2089 0.3174 -0.2881
0.2931 0.1251 0.2308
0.2101 -0.1519 -0.1845
-0.2837 -0.1075 0.2081
-0.2102 0.2250 -0.4459
0.0324 -0.0362 0.1653
0.3511 -0.0115 -0.4294
0.0617 -0.2476 0.1079
0.0524 0.0094 -0.2877
-0.1799 0.0271 -0.2457
-0.0703 -0.2285 -0.0778
-0.1230 0.1942 -0.0280
-0.1578 0.1334 0.1348
0.0410 -0.1154 -0.0143
-0.1313 -0.2460 -0.0993
0.2704 0.9122 -0.1340
-0.3867 0.6249 0.3771